Formula: C19H16FN5OS3
Source: the Open Molecules 2025 dataset
Level of theory: ωB97M-V/def2-TZVPD

Last column: Löwdin charge in e.
Element x y z (Å)
C 1.894886 -4.185792 -1.027309  -0.028
N 2.514525 -2.908824 -1.235234  -0.095
C 1.978927 -1.754536 -1.701393  -0.148
N 2.850351 -0.788428 -1.652395  0.023
N 3.988748 -1.284711 -1.155007  0.018
C 3.790648 -2.551338 -0.907062  -0.673
S 4.915666 -3.661245 -0.153204  0.973
C 4.967171 -2.858339 1.500994  -0.334
C 3.545630 -2.426942 1.816786  -0.556
O 2.691052 -3.229766 2.125292  0.052
N 3.342622 -1.095502 1.644215  0.129
C 2.119043 -0.414044 1.588484  -0.226
C 2.143457 0.893622 1.085304  -0.030
C 0.991432 1.634304 0.963594  -0.002
C -0.219662 1.066742 1.348217  -0.317
N -1.442935 1.666474 1.282443  0.029
C -2.376698 0.891529 1.695566  -0.936
S -4.051352 1.300162 1.774242  0.943
C -4.012926 2.988504 1.038096  -0.369
C -4.106462 2.928924 -0.448842  -0.234
C -2.972007 2.810119 -1.244173  -0.036
C -3.076183 2.729537 -2.621190  -0.080
C -4.318931 2.767439 -3.231759  -0.082
C -5.463612 2.887435 -2.463422  -0.010
C -5.341001 2.962217 -1.089255  -0.237
F -6.462777 3.085855 -0.346272  0.061
S -1.867057 -0.716802 2.240045  1.032
C -0.233094 -0.251510 1.852612  -0.458
C 0.922602 -0.997930 1.983186  -0.019
H 2.437918 -4.959805 -1.570966  0.093
H 1.909421 -4.425424 0.038825  0.084
H 0.865809 -4.142809 -1.377190  0.097
H 0.973999 -1.658475 -2.055892  0.125
H 5.680931 -2.037275 1.471919  0.078
H 5.295268 -3.638962 2.184531  0.084
H 4.119984 -0.551435 1.290849  0.132
H 3.085034 1.315896 0.768898  0.114
H 1.010778 2.638285 0.572613  0.115
H -3.079932 3.439095 1.368526  0.081
H -4.872365 3.495618 1.474322  0.080
H -2.006122 2.774518 -0.764033  0.097
H -2.182880 2.637719 -3.219820  0.103
H -4.400185 2.705038 -4.306045  0.104
H -6.444642 2.922293 -2.910102  0.117
H 0.894922 -2.001429 2.371005  0.104

Forces on atoms 1 to 3 (eV/Å):
C -0.2 -0.6 0.2
N 0.4 0.7 0.0
C -0.1 -0.2 0.0

As for the SMILES: Cn1cnnc1SCC(=O)Nc1ccc2nc(SCc3ccccc3F)sc2c1. As for the charge: 0. As for the max |F|: 1.11 eV Å⁻¹. As for the gap between HOMO and LUMO: 8.5 eV. As for the LUMO energy: 0.0185 Ha. As for the HOMO energy: -7.974 eV.